Here is a cluster of 2 separate species, C14H28FN5O3P in total in a non-equilibrium geometry from the Open Molecules 2025 dataset. Energies are from ωB97M-V/def2-TZVPD.

Properties
Multiplicity: 1
Frontier orbital gap, eV: 10.89
HOMO level, eV: -13.12
Net charge: +1

Last column: Löwdin charge in e.
Positions of all 52 atoms, in Å:
C 1.228 2.781 0.550  -0.10
C 1.412 2.171 -0.838  -0.27
C 2.572 1.184 -0.924  -0.22
C 2.906 0.709 -2.347  -0.19
C 2.800 -0.795 -2.653  -0.20
C 3.417 -1.748 -1.612  -0.16
C 2.454 -2.641 -0.776  -0.08
C 1.142 -2.044 -0.379  -0.29
N 0.139 -1.747 -1.185  0.23
C -0.809 -1.253 -0.382  -0.34
N -2.026 -0.856 -0.805  -0.06
C -3.037 -0.522 0.210  -0.10
C -2.807 0.822 0.905  -0.33
C -3.932 1.835 0.794  -0.01
F -2.579 0.518 2.273  -0.06
P -2.479 -0.929 -2.470  0.42
O -2.919 -2.248 -2.876  -0.19
O -1.260 -0.305 -3.264  -0.08
O -3.601 0.205 -2.460  -0.09
N -0.418 -1.238 0.887  0.18
N 0.845 -1.764 0.870  0.16
H 2.203 2.984 1.003  0.08
H 0.682 2.122 1.226  0.05
H 0.684 3.727 0.507  0.07
H 1.568 2.964 -1.575  0.11
H 0.490 1.641 -1.131  0.08
H 2.335 0.332 -0.283  0.09
H 3.452 1.658 -0.477  0.12
H 3.927 1.025 -2.581  0.11
H 2.261 1.239 -3.058  0.11
H 1.763 -1.078 -2.845  0.09
H 3.318 -0.959 -3.602  0.11
H 4.080 -1.206 -0.929  0.11
H 4.055 -2.454 -2.146  0.11
H 2.233 -3.554 -1.334  0.13
H 2.952 -2.952 0.147  0.12
H -3.040 -1.311 0.969  0.14
H -4.011 -0.553 -0.274  0.12
H -1.865 1.250 0.559  0.13
H -4.674 1.538 0.051  0.08
H -4.429 1.908 1.764  0.09
H -3.563 2.826 0.535  0.09
H -0.698 0.321 -2.788  0.08
H -3.337 1.031 -2.888  0.10
H -0.792 -0.924 1.779  0.11
H 1.397 -1.832 1.711  0.17
C -1.024 -0.253 5.805  -0.03
C -0.333 -0.320 4.529  -0.23
N 0.208 -0.371 3.523  0.15
H -0.679 0.617 6.361  0.10
H -2.096 -0.167 5.634  0.09
H -0.819 -1.153 6.382  0.09



Here is a structure of composition C14H28IN2OTm in a non-equilibrium geometry from the Open Molecules 2025 dataset. Energies are from ωB97M-V/def2-TZVPD.

Properties
Multiplicity: 4
Relative energy (zero: lowest compared OMol25 entry of this formula, charge and spin), kJ/mol: 620.7
Frontier orbital gap (alpha / beta), eV: 5.47 / 5.18
⟨S²⟩: 3.766
HOMO level (alpha / beta), eV: -17.54 / -17.54
Net charge: +3

Last column: Löwdin spin population.
Positions of all 47 atoms, in Å:
C -0.496 -3.051 -1.699  0.03
C -0.580 -1.672 -2.570  0.08
N -0.129 -0.415 -1.924  0.64
C -0.835 0.009 -0.670  0.05
C -2.441 -0.120 -0.620  0.04
C -3.163 -0.476 0.799  0.01
C -2.925 -2.050 1.316  0.00
I -2.964 1.018 2.389  0.00
C 0.015 -0.616 0.591  0.04
C 1.666 -0.378 0.452  0.02
C 2.416 -1.640 -0.333  0.02
C 2.222 -0.482 2.027  0.02
N 2.024 0.943 -0.184  0.30
O 3.254 1.375 0.141  0.60
C 0.972 2.006 -0.006  0.02
C 0.872 2.600 1.553  0.02
C 1.503 3.314 -0.906  0.00
C -0.517 1.655 -0.572  0.00
H 0.615 -3.431 -1.487  0.00
H -1.137 -3.033 -0.717  0.00
H -0.976 -3.907 -2.378  0.00
H 0.112 -1.846 -3.528  0.01
H -1.685 -1.627 -3.021  0.06
H 0.079 0.362 -2.586  0.01
H -2.888 0.942 -0.943  0.00
H -2.936 -0.868 -1.409  0.00
H -4.334 -0.468 0.548  0.00
H -2.981 -2.806 0.425  0.00
H -3.825 -2.249 2.074  0.00
H -1.942 -2.101 1.950  0.00
H -0.122 -1.777 0.746  0.00
H -0.247 -0.127 1.640  0.00
H 2.033 -2.693 0.001  0.00
H 3.570 -1.543 -0.055  0.00
H 2.363 -1.453 -1.500  0.00
H 2.026 -1.620 2.330  0.00
H 3.380 -0.327 2.113  0.00
H 1.591 0.158 2.777  0.00
H 1.926 2.928 1.946  0.00
H 0.158 3.553 1.457  0.00
H 0.331 1.871 2.290  0.00
H 1.827 2.989 -2.000  0.00
H 2.360 3.830 -0.299  0.00
H 0.596 4.077 -0.917  0.00
H -1.293 2.213 0.125  0.00
H -0.632 2.184 -1.636  0.00
Tm 1.139 4.751 2.266  1.02



Here is the molecule C14H28N2O4 from the Open Molecules 2025 dataset. Energies are from ωB97M-V/def2-TZVPD.

Properties
Multiplicity: 1
SMILES string: CCCCNC(=O)OC[C@H](CC)NC(=O)OCC(C)C
Relative energy (zero: lowest compared OMol25 entry of this formula, charge and spin), kJ/mol: 12.1
Frontier orbital gap, eV: 10.02
HOMO level, eV: -9.28

Last column: Löwdin charge in e.
Positions of all 48 atoms, in Å:
C 6.413 0.363 0.629  -0.11
C 6.193 1.644 -0.168  -0.27
C 4.724 2.050 -0.305  -0.19
C 3.858 1.042 -1.070  -0.17
N 3.307 0.009 -0.224  0.09
C 2.013 -0.008 0.146  -0.56
O 1.156 0.732 -0.278  0.09
O 1.806 -0.997 1.049  0.00
C 0.486 -1.167 1.557  -0.10
C -0.497 -1.833 0.572  -0.29
C 0.205 -2.866 -0.317  -0.20
C -0.800 -3.696 -1.104  -0.09
N -1.181 -0.843 -0.228  0.12
C -2.513 -0.652 -0.133  -0.56
O -3.275 -1.347 0.497  0.09
O -2.884 0.412 -0.882  0.01
C -4.266 0.747 -0.850  -0.16
C -4.617 1.610 0.367  -0.41
C -6.120 1.868 0.402  -0.07
C -3.835 2.920 0.332  -0.07
H 7.474 0.224 0.826  0.07
H 6.063 -0.507 0.079  0.06
H 5.895 0.412 1.585  0.08
H 6.625 1.527 -1.164  0.11
H 6.724 2.461 0.325  0.10
H 4.289 2.204 0.685  0.12
H 4.685 3.004 -0.833  0.11
H 2.998 1.552 -1.510  0.12
H 4.440 0.577 -1.871  0.12
H 3.934 -0.611 0.263  0.13
H 0.085 -0.196 1.865  0.14
H 0.624 -1.802 2.433  0.13
H -1.279 -2.329 1.159  0.15
H 0.814 -3.514 0.316  0.12
H 0.871 -2.345 -1.009  0.11
H -0.287 -4.407 -1.746  0.07
H -1.453 -4.243 -0.428  0.08
H -1.418 -3.050 -1.722  0.07
H -0.616 -0.117 -0.653  0.13
H -4.452 1.294 -1.777  0.14
H -4.858 -0.175 -0.835  0.13
H -4.333 1.046 1.262  0.14
H -6.377 2.477 1.266  0.08
H -6.436 2.395 -0.496  0.08
H -6.670 0.932 0.465  0.08
H -4.145 3.520 -0.521  0.08
H -2.770 2.721 0.243  0.07
H -4.009 3.492 1.240  0.08



Here is a structure of composition C14H28N6O6PtSe in a non-equilibrium geometry from the Open Molecules 2025 dataset. Energies are from ωB97M-V/def2-TZVPD.

Properties
Multiplicity: 3
Relative energy (zero: lowest compared OMol25 entry of this formula, charge and spin), kJ/mol: 126.4
Frontier orbital gap (alpha / beta), eV: 5.69 / 4.34
⟨S²⟩: 2.021
HOMO level (alpha / beta), eV: -5.79 / -6.57

Last column: Löwdin spin population.
Positions of all 56 atoms, in Å:
O -4.761 1.409 0.882  0.97
H -3.954 1.965 0.918  0.02
Pt -0.003 -0.032 0.015  0.03
N -1.568 -1.224 0.368  -0.01
N -0.094 0.126 1.979  0.01
N 0.254 -0.189 -1.976  0.24
N 1.814 0.814 -0.269  0.25
O -1.909 -2.162 -0.407  -0.02
O -0.624 -0.780 -2.853  0.05
O 2.573 1.413 0.696  0.06
O 0.816 0.706 2.685  0.01
C -1.263 -0.377 2.551  0.00
C -2.075 -1.098 1.668  0.01
C 1.432 0.189 -2.474  0.13
C 2.327 0.756 -1.500  0.12
C -3.367 -1.752 1.900  0.01
H -4.095 -1.364 1.185  0.00
H -3.694 -1.506 2.907  0.00
H -3.275 -2.836 1.794  0.00
C -1.551 0.006 3.944  0.00
H -1.588 1.096 4.040  0.00
H -0.787 -0.390 4.615  0.00
H -2.523 -0.406 4.209  0.00
C 1.829 -0.036 -3.893  0.02
C 3.693 1.242 -1.847  0.02
H 0.965 -0.188 -4.540  0.00
H 2.503 -0.899 -3.973  0.01
H 2.390 0.847 -4.217  0.00
H 4.330 1.344 -0.968  0.00
H 3.596 2.212 -2.350  0.01
H 4.143 0.547 -2.566  0.00
H -1.533 -0.786 -2.476  0.00
H 2.045 1.374 1.557  0.00
C -0.729 1.974 -0.054  -0.02
H -1.768 2.356 -0.110  0.00
H -0.186 2.134 -0.999  0.00
H -0.227 2.359 0.847  0.00
O -4.050 0.025 -2.490  0.00
H -4.622 0.298 -1.736  0.00
H -3.206 0.447 -2.311  0.00
C 3.973 -2.299 -1.378  0.01
N 3.893 -1.974 0.033  0.00
C 5.007 -1.735 0.848  0.00
C 4.516 -1.616 2.150  0.00
N 3.129 -1.776 2.059  0.01
C 2.295 -1.855 3.240  0.00
C 2.742 -2.060 0.771  0.01
Se 1.059 -2.510 0.111  0.05
H 3.382 -1.593 -1.976  0.00
H 3.603 -3.307 -1.589  0.00
H 5.016 -2.235 -1.701  0.00
H 6.006 -1.691 0.467  0.00
H 5.019 -1.447 3.078  0.00
H 2.610 -2.674 3.902  0.00
H 2.355 -0.920 3.806  0.00
H 1.254 -2.022 2.956  0.00



Computed energy, in the same sequence as the records: -1490.86954, -2116.36489, -960.79571, -3850.63229 a.u..